P) DFT (wB97M-V/def2-TZVPD) results for 2 unconnected molecules or ions with the total composition CH2N2O2S.

Properties
Total charge: 0

Structure (XYZ):
```
8
Properties=species:S:1:pos:R:3:nbo_charge:R:1
C 0.202 -0.621 -0.488 0.56
N 0.806 0.280 -1.025 -0.23
N -0.182 -1.647 0.043 -0.66
O 1.618 1.568 0.796 -0.42
O 1.203 1.496 -0.536 -0.10
S -3.305 -0.798 -0.092 0.03
H 0.830 1.464 1.338 0.45
H -1.173 -1.741 -0.036 0.38
```

---

Q) DFT (wB97M-V/def2-TZVPD) results for 2 unconnected molecules or ions with the total composition CH2N2O2S.

Properties
Total charge: 0
SMILES: O=NN=C=S.O

Structure (XYZ):
```
8
Properties=species:S:1:pos:R:3:nbo_charge:R:1
O 0.011 -2.564 0.455 -0.25
N 0.869 -1.829 0.833 0.28
N 0.971 -0.694 0.125 -0.36
C 1.547 0.356 -0.053 0.24
S 2.229 1.660 -0.510 0.10
O -1.736 0.820 -0.034 -0.95
H -2.229 0.472 -0.750 0.48
H -1.662 1.779 -0.067 0.48
```

---

Q) (5.128 eV below the next structure)

---

P) DFT (wB97M-V/def2-TZVPD) results for C5H7FO2 in the gas phase.

Properties
Total charge: 0
SMILES: C[C@@H]1O[C@@H](CF)C1=O

Structure (XYZ):
```
15
Properties=species:S:1:pos:R:3:nbo_charge:R:1
C 0.563 -2.137 0.515 -0.64
C -0.261 -1.059 -0.167 -0.01
O 0.455 -0.174 -1.051 -0.51
C 0.387 0.963 -0.142 -0.07
C -0.408 2.109 -0.754 0.04
F 0.226 2.796 -1.773 -0.35
C -0.466 0.100 0.825 0.59
O -1.115 0.445 1.768 -0.49
H 1.329 -1.673 1.170 0.21
H 1.164 -2.803 -0.150 0.23
H -0.074 -2.812 1.099 0.23
H -1.221 -1.441 -0.531 0.21
H 1.407 1.184 0.238 0.21
H -0.617 2.807 0.060 0.18
H -1.368 1.694 -1.108 0.17
```

---

Q) DFT (wB97M-V/def2-TZVPD) results for C5H7FO2 in the gas phase.

Properties
Total charge: 0
SMILES: FC[C@]12C[C@H]1OCO2

Structure (XYZ):
```
15
Properties=species:S:1:pos:R:3:nbo_charge:R:1
F -1.047 0.496 -2.198 -0.36
C -0.751 1.256 -1.019 0.03
C -0.390 0.141 -0.087 0.15
C -1.327 -0.792 0.398 -0.44
C -0.306 -0.060 1.439 0.05
O 0.998 -0.556 1.682 -0.53
C 1.881 -0.160 0.645 0.21
O 0.931 -0.542 -0.552 -0.55
H 0.243 2.000 -1.145 0.19
H -1.582 1.828 -0.519 0.18
H -1.125 -1.906 0.135 0.26
H -2.229 -0.238 0.444 0.22
H -0.706 0.520 2.288 0.21
H 2.249 0.848 0.677 0.17
H 2.490 -1.049 0.601 0.20
```

---

P) (2.753 eV below the next structure)

---

P) DFT (wB97M-V/def2-TZVPD) results for C7H17N in the gas phase.

Properties
Total charge: 0
SMILES: CCC[C@H](C)NCC

Structure (XYZ):
```
25
Properties=species:S:1:pos:R:3:nbo_charge:R:1
C 3.304 1.016 1.501 -0.61
C 2.287 0.897 0.368 -0.40
C 1.068 0.155 0.905 -0.40
C -0.143 0.161 -0.049 -0.04
C -1.214 1.235 0.258 -0.64
N -0.713 -1.174 -0.160 -0.64
C -1.429 -1.424 -1.422 -0.22
C -2.952 -1.522 -1.415 -0.63
H 3.344 0.139 2.148 0.21
H 4.305 1.172 1.101 0.21
H 2.964 1.832 2.138 0.21
H 2.631 0.254 -0.447 0.20
H 1.922 1.811 -0.106 0.19
H 0.802 0.408 1.935 0.19
H 1.331 -0.906 0.919 0.22
H 0.289 0.440 -0.979 0.18
H -1.303 1.348 1.341 0.20
H -2.207 0.902 -0.053 0.20
H -1.046 2.127 -0.320 0.21
H -1.311 -1.403 0.623 0.35
H -0.926 -2.259 -1.926 0.19
H -1.097 -0.658 -2.132 0.18
H -3.333 -2.469 -1.051 0.21
H -3.338 -0.762 -0.732 0.20
H -3.236 -1.319 -2.446 0.22
```

---

Q) DFT (wB97M-V/def2-TZVPD) results for C7H17N in the gas phase.

Properties
Total charge: 0
SMILES: CCCCNC(C)C

Structure (XYZ):
```
25
Properties=species:S:1:pos:R:3:nbo_charge:R:1
C -1.207 -2.302 -1.405 -0.61
C -1.495 -0.987 -2.194 -0.39
C -1.514 0.164 -1.209 -0.41
C -0.060 0.573 -0.850 -0.22
N -0.152 1.140 0.543 -0.65
C 1.045 1.140 1.398 -0.04
C 0.579 0.551 2.748 -0.61
C 2.322 0.570 0.827 -0.65
H -1.982 -2.550 -0.683 0.21
H -0.280 -2.124 -0.879 0.20
H -0.929 -3.066 -2.118 0.21
H -2.455 -1.056 -2.693 0.21
H -0.572 -0.809 -2.822 0.19
H -2.154 -0.206 -0.408 0.21
H -1.931 1.131 -1.524 0.20
H 0.265 1.430 -1.467 0.17
H 0.692 -0.204 -0.880 0.20
H -0.487 2.086 0.468 0.36
H 1.158 2.215 1.700 0.16
H 1.214 0.635 3.631 0.20
H 0.302 -0.501 2.581 0.20
H -0.422 0.975 2.921 0.22
H 2.169 -0.498 0.866 0.21
H 3.234 0.623 1.502 0.22
H 2.661 1.070 -0.055 0.22
```

---

R) DFT (wB97M-V/def2-TZVPD) results for a molecular structure, C7H17N.

Properties
Total charge: 0

Structure (XYZ):
```
25
Properties=species:S:1:pos:R:3:nbo_charge:R:1
C 1.816 0.601 -0.984 -0.27
C 2.796 -0.083 0.102 -0.62
C 0.807 1.539 -0.458 -0.18
N -0.029 1.268 0.612 -0.44
C -2.628 -1.026 -1.535 -0.60
C -1.973 0.225 -0.669 -0.40
C -0.716 0.028 0.225 -0.09
C -0.963 -1.178 1.171 -0.62
H 2.444 0.917 -1.726 0.20
H 0.469 0.925 -1.521 0.33
H 3.448 0.597 0.687 0.23
H 2.100 -0.620 0.874 0.23
H 3.473 -0.857 -0.303 0.22
H 0.987 2.605 -0.480 0.22
H 1.859 0.735 3.691 0.00
H 1.933 0.941 2.934 0.00
H -2.100 -1.124 -2.513 0.20
H -3.723 -0.794 -1.660 0.21
H -2.526 -1.899 -0.995 0.20
H -1.772 1.054 -1.434 0.19
H -2.804 0.575 -0.088 0.21
H 0.123 -0.340 -0.350 0.16
H -0.183 -0.991 1.955 0.22
H -0.965 -2.171 0.795 0.22
H -1.872 -0.930 1.670 0.20
```

---

P) (0.550 eV below the next structure)